The following is a DFT calculation (wB97M-V/def2-TZVPD) of a structure of composition C28H43BrCaN2P2S in a non-equilibrium geometry.

Each line ends with the Löwdin charge.
Geometry (Å):
Br: 1.164 -1.532 0.872  0.73
Ca: 0.558 3.413 0.075  1.43
S: -2.454 2.295 3.053  1.09
P: -1.266 -3.185 -0.278  1.01
P: 2.700 0.664 0.611  0.74
N: -0.050 2.431 2.107  -0.18
N: -4.938 3.646 -0.438  0.07
C: -0.873 3.713 -1.716  -0.25
C: 3.676 0.048 2.047  -0.42
C: 2.787 2.490 0.610  -0.56
C: -1.355 0.976 3.357  -0.33
C: -2.810 4.750 -0.550  -0.04
C: -1.234 0.874 -0.416  -0.09
C: 4.090 -1.240 -1.135  -0.13
C: -1.204 3.130 2.240  -0.50
C: -4.537 2.712 -1.303  -0.11
C: -3.244 2.713 -1.836  -0.01
C: -2.319 3.712 -1.383  -0.24
C: -0.214 -4.671 -2.409  -0.12
C: -1.836 -4.886 1.949  -0.11
C: 0.023 -4.249 -0.957  -0.32
C: 3.667 0.228 -0.914  -0.39
C: 0.086 -1.151 -1.773  -0.14
C: -0.503 -1.482 -0.486  -0.65
C: -2.757 -3.299 -1.277  -0.31
C: -0.091 2.578 -1.940  -0.22
C: 5.204 0.252 2.099  -0.13
C: -1.621 -3.445 1.479  -0.34
C: -1.328 -0.399 0.044  -0.17
C: -0.422 1.197 -1.536  -0.27
C: -3.958 -2.473 -0.798  -0.11
C: -4.119 4.624 -0.073  -0.14
C: -0.131 1.212 2.773  -0.23
C: 4.053 3.336 0.784  -0.12
C: 0.215 0.136 -2.212  -0.05
H: 3.246 -1.936 -1.147  0.03
H: -1.878 1.642 0.023  0.10
H: -0.084 -3.831 -3.104  0.07
H: 4.462 3.233 1.806  0.08
H: 0.516 -5.444 -2.692  0.10
H: 0.604 -1.961 -2.267  0.09
H: 4.823 -1.579 -0.393  0.07
H: 4.536 0.904 -0.821  0.07
H: 3.453 -1.027 2.171  0.04
H: 0.111 -5.126 -0.299  0.10
H: 4.817 3.147 0.008  0.09
H: 3.210 0.533 2.918  0.07
H: -1.624 0.111 3.955  0.09
H: -3.743 -1.395 -0.813  0.07
H: 5.716 -0.037 1.176  0.06
H: 3.755 4.399 0.697  0.07
H: -0.476 4.692 -2.087  0.14
H: -2.498 -2.837 1.737  0.09
H: -4.273 -2.741 0.224  0.08
H: 0.741 0.546 2.792  0.07
H: 5.635 -0.370 2.903  0.09
H: 0.801 0.306 -3.148  0.15
H: -2.123 -4.939 3.008  0.09
H: -0.783 -2.978 2.008  0.04
H: 0.754 2.661 -2.643  0.14
H: 0.989 -3.727 -0.885  0.06
H: 5.480 1.294 2.331  0.06
H: -2.631 -5.374 1.370  0.08
H: -5.280 1.963 -1.590  0.12
H: -4.509 5.378 0.618  0.12
H: 2.469 2.717 -0.458  0.04
H: 2.074 2.772 1.446  0.03
H: -1.221 -5.085 -2.554  0.07
H: -4.830 -2.633 -1.440  0.09
H: -1.955 -0.577 0.910  0.10
H: -3.035 -4.371 -1.299  0.11
H: -2.163 5.602 -0.269  0.12
H: -2.478 -3.013 -2.305  0.11
H: -1.296 4.186 2.018  0.08
H: -2.969 1.954 -2.576  0.13
H: -0.917 -5.479 1.860  0.08
H: 3.030 0.602 -1.748  0.07
H: 4.584 -1.302 -2.107  0.08

Summary:
Frontier orbital gap in hartree: 0.1974
Net charge: +2
F_max in eV/Å: 4.0
Calculated total energy in eV: -150591.694
Energy above the lowest of the compared OMol25 structures with the same formula, charge and spin in kJ/mol: 269.21
LUMO level in eV: -6.6

=====

The following is a DFT calculation (wB97M-V/def2-TZVPD) of a structure of composition C26H21ClF6N10O9RuSb in a non-equilibrium geometry.

Each line ends with the Löwdin charge.
Geometry (Å):
Sb: -1.210 -0.257 -1.914  1.42
Ru: 2.250 1.015 -0.195  1.77
Cl: 4.403 1.751 1.772  0.74
F: -3.055 -0.574 -1.781  -0.30
F: -0.829 -2.107 -1.741  -0.33
F: -1.453 1.597 -1.873  -0.32
F: -1.085 -0.372 -3.757  -0.30
F: -1.099 -0.212 0.009  -0.35
F: 0.741 0.050 -1.862  -0.40
O: 3.313 2.582 1.185  -0.39
O: 2.681 2.192 -1.624  -0.17
O: 4.197 0.466 1.025  -0.42
O: 4.149 1.540 3.147  -0.25
O: 5.665 2.287 1.482  -0.19
O: 6.283 -1.133 -4.774  0.17
O: 5.499 0.917 -5.162  0.19
O: -3.771 -0.531 0.937  0.13
O: 3.674 2.547 -3.610  0.20
N: -0.646 4.048 -0.123  0.19
N: 1.126 -1.618 2.901  0.18
N: 4.930 -1.449 -2.457  0.22
N: 0.763 2.375 0.261  -0.07
N: 3.494 -0.224 -1.396  0.02
N: -5.410 -1.671 -0.008  0.19
N: -5.756 -0.407 -0.025  0.19
N: -0.817 3.552 1.126  -0.08
N: 1.593 -0.471 1.057  -0.08
N: 0.747 -2.310 1.796  -0.07
C: -1.924 4.061 1.936  -0.03
C: -1.237 -3.780 1.403  -0.17
C: -1.708 -5.050 1.041  0.03
C: -4.281 4.400 1.052  0.04
C: -3.368 -2.879 0.754  -0.11
C: -2.992 -5.235 0.546  -0.01
C: -5.480 3.916 0.533  -0.01
C: -3.413 2.183 1.235  0.06
C: 4.152 -1.384 -1.367  -0.28
C: 5.599 -0.198 -4.470  -0.45
C: -4.618 1.687 0.710  -0.11
C: 0.310 3.329 -0.624  -0.15
C: 3.903 0.447 -2.527  -0.12
C: 4.802 -0.310 -3.204  -0.02
C: -4.192 -1.745 0.560  -0.22
C: 3.430 1.818 -2.697  -0.44
C: -4.750 0.291 0.531  -0.21
C: -3.832 -4.152 0.385  0.05
C: -3.240 3.535 1.404  -0.17
C: -5.660 2.561 0.349  0.05
C: 4.098 -2.438 -0.325  0.03
C: 0.180 -3.656 1.921  -0.03
C: 0.017 2.559 1.354  -0.09
C: 1.641 -0.523 2.432  -0.15
C: -2.072 -2.699 1.275  0.05
C: 1.017 -1.625 0.701  -0.14
H: -4.151 5.469 1.172  0.13
H: 0.238 -3.895 2.983  0.15
H: 0.779 -1.941 -0.301  0.12
H: 4.894 -3.162 -0.482  0.11
H: -3.324 -6.226 0.271  0.13
H: 5.549 -2.203 -2.738  0.20
H: 4.221 -1.990 0.660  0.08
H: 0.705 3.468 -1.613  0.13
H: 2.096 0.238 3.049  0.12
H: -1.055 -5.909 1.140  0.13
H: 0.081 2.006 2.276  0.15
H: -1.741 -1.700 1.522  0.11
H: -6.265 4.608 0.262  0.13
H: -2.619 1.486 1.470  0.12
H: 3.149 -2.972 -0.367  0.08
H: -1.882 5.147 1.883  0.14
H: 0.833 -4.348 1.389  0.14
H: -6.577 2.163 -0.062  0.14
H: -1.754 3.754 2.968  0.15
H: -4.827 -4.263 -0.022  0.14
H: 4.893 1.574 -4.762  0.10

Summary:
Frontier orbital gap (alpha / beta) in hartree: 0.2671 / 0.2121
Net charge: +2
Multiplicity: 6
F_max in eV/Å: 1.2
Calculated total energy in eV: -98558.046
Energy above the lowest of the compared OMol25 structures with the same formula, charge and spin in kJ/mol: 0.00
LUMO level (alpha / beta) in eV: -7.2 / -9.5

=====

The following is a DFT calculation (wB97M-V/def2-TZVPD) of the molecule C3H3Cl2F in a non-equilibrium geometry.

Each line ends with the Löwdin charge.
Geometry (Å):
Cl: 1.355 -1.014 0.480  0.62
Cl: -1.567 -0.832 0.159  0.63
F: 0.053 1.009 1.033  -0.05
C: 0.069 0.727 -1.227  -0.25
C: -0.022 0.091 0.077  -1.26
C: 0.347 2.045 -1.386  0.07
H: 0.244 2.468 -2.374  0.06
H: -0.154 0.034 -2.038  0.10
H: 0.676 2.610 -0.533  0.07

Summary:
Frontier orbital gap in hartree: 0.4064
Net charge: 0
F_max in eV/Å: 2.5
Calculated total energy in eV: -30921.117
Energy above the lowest of the compared OMol25 structures with the same formula, charge and spin in kJ/mol: 19.09
LUMO level in eV: 0.6
SMILES: C=CC(F)(Cl)Cl

=====

The following is a DFT calculation (wB97M-V/def2-TZVPD) of a cluster of 5 separate species, C16H19Cl2F4O13 in total in a non-equilibrium geometry.

Each line ends with the Löwdin charge.
Geometry (Å):
Cl: -4.656 0.941 2.296  0.43
Cl: -2.079 1.442 -0.280  0.55
F: -0.593 -4.135 2.994  0.08
F: 2.540 -5.798 -5.269  0.07
F: 3.953 7.071 1.955  0.07
F: 0.902 -0.777 1.957  0.07
O: 2.067 -7.575 -3.959  0.13
O: -6.425 2.687 -0.100  -0.23
O: 2.035 -8.871 -2.115  0.18
O: 3.742 2.090 0.117  0.16
O: 1.867 7.580 1.260  0.13
O: -1.435 -4.302 -0.333  0.09
O: -0.102 7.347 0.189  0.18
O: 0.324 -3.243 -1.248  0.15
O: 0.122 -3.380 0.988  0.12
O: 2.482 -6.673 -1.944  0.07
O: 2.190 0.960 1.298  0.13
O: 2.844 0.200 -0.709  0.08
O: 1.192 5.548 0.577  0.07
C: 0.888 6.870 0.629  -0.55
C: -2.847 2.573 0.921  -0.74
C: 2.667 6.629 1.938  -0.32
C: 1.952 -6.169 -4.103  -0.31
C: -2.625 4.033 0.409  -0.15
C: -1.011 -3.635 1.804  -0.30
C: -1.760 -4.665 1.010  -0.05
C: 2.183 -7.810 -2.623  -0.55
C: -5.105 2.066 -0.235  -0.38
C: -4.372 2.341 1.128  -0.78
C: 2.996 1.171 0.225  -0.55
C: 1.974 -0.789 -0.150  -0.06
C: 2.519 5.402 1.086  -0.06
C: -0.273 -3.611 -0.288  -0.54
C: 2.711 -5.652 -2.917  -0.06
C: 1.229 -0.004 0.888  -0.31
H: -1.559 -2.704 1.970  0.18
H: 2.622 4.481 1.657  0.14
H: 0.335 0.495 0.516  0.11
H: -2.336 2.450 1.894  0.08
H: -4.801 3.280 1.549  0.08
H: 3.227 5.382 0.256  0.15
H: 2.338 -4.689 -2.570  0.13
H: 0.896 -5.888 -4.121  0.18
H: -2.834 -4.626 1.178  0.15
H: 2.308 6.513 2.963  0.17
H: 3.783 -5.569 -3.110  0.15
H: 2.573 -1.592 0.287  0.15
H: 1.318 -1.212 -0.905  0.12
H: -1.719 4.495 0.857  0.06
H: -2.462 4.038 -0.688  0.06
H: -1.407 -5.680 1.207  0.15
H: -3.481 4.702 0.631  0.08
H: -4.579 2.633 -1.049  0.02
H: -6.318 3.632 0.084  0.02

Summary:
Frontier orbital gap in hartree: 0.1489
Net charge: -1
F_max in eV/Å: 3.3
Calculated total energy in eV: -79431.881
LUMO level in eV: 1.9

=====

The following is a DFT calculation (wB97M-V/def2-TZVPD) of the molecule C4H7NO in a non-equilibrium geometry.

Each line ends with the Löwdin charge.
Geometry (Å):
O: 0.156 0.595 0.708  -0.15
N: 2.629 -1.302 -0.043  0.15
C: 2.179 -0.250 0.122  -0.21
C: 1.453 1.008 0.346  -0.22
C: -1.826 -0.785 0.096  -0.07
C: -0.669 0.098 -0.401  -0.23
H: -2.437 -0.246 0.818  0.07
H: -0.095 -0.499 -1.122  0.11
H: -1.087 0.974 -0.893  0.11
H: -2.477 -1.063 -0.758  0.09
H: -1.454 -1.708 0.541  0.08
H: 2.023 1.545 1.156  0.14
H: 1.603 1.633 -0.571  0.14

Summary:
Frontier orbital gap in hartree: 0.4278
Net charge: 0
F_max in eV/Å: 1.6
Calculated total energy in eV: -7797.814
Energy above the lowest of the compared OMol25 structures with the same formula, charge and spin in kJ/mol: 176.64
LUMO level in eV: 0.9
SMILES: CCOCC#N

=====

The highest calculated total energy belongs to which entry? C4H7NO

=====

Which of these has the lowest net charge? C16H19Cl2F4O13

=====

The lowest net charge belongs to which entry? C16H19Cl2F4O13